The following is a DFT calculation (ωB97M-V with the def2-TZVPD basis set) of 9 unconnected molecules or ions with the total composition C28H58Cl2O11.

XYZ file:
```
99
C28H58Cl2O11 ωB97M-V with the def2-TZVPD basis set
C 0.118 -2.621 2.737
C -0.883 -2.386 2.072
C -2.091 -1.850 1.209
C -2.120 -0.246 1.361
C -0.848 0.301 0.572
C -0.040 1.426 1.309
C 1.065 2.108 0.819
C 1.569 1.673 -0.588
Cl 1.243 2.589 -2.108
C 2.324 0.511 -0.651
C 2.645 -0.360 0.640
Cl 3.021 -0.112 -2.201
C 1.589 3.193 1.823
O 2.535 3.905 1.634
O 0.697 3.155 2.923
C -0.226 2.093 2.714
O -0.961 1.853 3.639
H 1.176 -2.595 3.112
H -1.947 -2.091 0.112
H -3.063 -2.295 1.585
H -2.142 0.059 2.443
H -3.039 0.107 0.812
H -1.235 0.763 -0.396
H -0.128 -0.520 0.257
H 1.774 -1.045 0.914
H 2.828 0.285 1.555
H 3.515 -1.043 0.420
C -6.118 1.614 1.058
C -6.342 0.878 -0.248
O -5.848 -0.455 -0.157
H -5.055 1.635 1.308
H -6.486 2.640 0.998
H -6.629 1.106 1.881
H -5.813 1.376 -1.063
H -7.407 0.843 -0.500
H -6.325 -0.894 0.558
C 0.743 6.604 -3.749
C 0.439 5.882 -5.047
O 0.881 4.531 -4.976
H 1.815 6.583 -3.541
H 0.413 7.645 -3.794
H 0.244 6.114 -2.908
H 0.955 6.360 -5.881
H -0.636 5.890 -5.256
H 0.414 4.110 -4.243
C -3.744 3.239 5.949
C -4.453 2.636 4.752
O -4.817 3.657 3.829
H -4.386 3.968 6.448
H -3.465 2.465 6.668
H -2.842 3.770 5.636
H -5.365 2.125 5.066
H -3.810 1.912 4.241
H -4.006 4.099 3.548
C 7.759 -0.598 -1.790
C 7.494 -1.961 -2.397
O 6.152 -2.365 -2.135
H 7.590 -0.620 -0.711
H 8.786 -0.278 -1.980
H 7.076 0.150 -2.204
H 8.162 -2.708 -1.966
H 7.649 -1.943 -3.480
H 5.567 -1.704 -2.527
C -4.339 -4.942 -2.149
C -3.216 -4.972 -1.132
O -3.650 -4.410 0.102
H -4.679 -3.917 -2.316
H -4.015 -5.365 -3.103
H -5.202 -5.509 -1.789
H -2.365 -4.387 -1.486
H -2.879 -5.997 -0.953
H -4.397 -4.936 0.415
C 6.660 -3.998 -5.356
C 5.206 -4.422 -5.389
O 4.927 -5.305 -4.306
H 7.316 -4.870 -5.419
H 6.890 -3.324 -6.185
H 6.891 -3.492 -4.417
H 4.981 -4.947 -6.319
H 4.545 -3.552 -5.314
H 5.120 -4.830 -3.486
C -1.398 5.126 10.315
C -2.108 4.533 9.114
O -2.466 5.560 8.195
H -2.038 5.855 10.817
H -1.123 4.347 11.030
H -0.491 5.655 10.007
H -3.023 4.025 9.423
H -1.467 3.809 8.600
H -1.653 6.000 7.918
C 1.134 -4.339 -5.370
C 1.075 -5.797 -4.954
O 2.057 -6.550 -5.652
H 0.970 -4.241 -6.446
H 0.378 -3.751 -4.844
H 2.119 -3.917 -5.157
H 0.097 -6.221 -5.188
H 1.249 -5.902 -3.878
H 2.922 -6.175 -5.433
```

HOMO in eV: -9.87
Multiplicity: 1
Gap between HOMO and LUMO in eV: 8.6
Electronic energy in eV: -77537.8254



The following is a DFT calculation (ωB97M-V with the def2-TZVPD basis set) of a molecular structure, C20H16N4O7PmS2.

XYZ file:
```
50
C20H16N4O7PmS2 ωB97M-V with the def2-TZVPD basis set
Pm -12.933 -5.700 -7.038
O -14.662 -10.162 -10.825
C -14.807 -8.992 -11.458
O -15.227 -8.919 -12.629
C -14.474 -7.762 -10.773
C -14.625 -6.476 -11.326
N -14.218 -5.556 -10.400
N -13.807 -6.176 -9.251
C -13.926 -7.497 -9.410
C -13.496 -8.389 -8.375
O -13.640 -9.647 -8.461
O -12.925 -7.841 -7.319
H -14.287 -10.016 -9.892
H -14.975 -6.237 -12.322
H -14.189 -4.538 -10.467
C -10.139 -6.330 -4.646
C -11.434 -6.159 -3.962
N -12.571 -5.917 -4.611
C -13.671 -5.799 -3.756
C -13.325 -5.941 -2.407
S -11.644 -6.237 -2.232
C -14.931 -5.554 -4.329
C -16.177 -5.396 -3.706
S -17.414 -5.126 -4.868
C -16.262 -5.239 -6.159
N -15.009 -5.454 -5.737
C -16.594 -5.101 -7.588
H -10.271 -6.179 -5.730
H -9.731 -7.329 -4.500
H -9.414 -5.592 -4.298
H -14.005 -5.878 -1.572
H -16.368 -5.410 -2.651
H -17.613 -4.734 -7.712
H -16.505 -6.058 -8.116
H -15.900 -4.402 -8.072
O -10.865 -6.134 -8.798
C -10.897 -5.189 -9.812
C -10.439 -5.501 -11.080
C -10.563 -4.539 -12.090
C -11.170 -3.303 -11.840
C -11.651 -3.008 -10.570
C -11.494 -3.949 -9.514
C -12.119 -3.804 -8.239
O -13.426 -3.669 -8.128
O -11.392 -4.089 -7.135
H -10.416 -6.954 -9.059
H -10.020 -6.465 -11.298
H -10.186 -4.740 -13.079
H -11.284 -2.573 -12.627
H -12.145 -2.068 -10.372
```

HOMO (alpha / beta) in eV: -11.74 / -11.74
Charge: +1
Multiplicity: 5
Gap between HOMO and LUMO (alpha / beta) in eV: 8.3 / 8.3
Energy relative to the best compared isomer or geometry (same formula, charge and spin) in kcal per mole: 0.0
Electronic energy in eV: -79516.2869



The following is a DFT calculation (ωB97M-V with the def2-TZVPD basis set) of a molecular structure, C10H14BF5N6OSrTe.

XYZ file:
```
39
C10H14BF5N6OSrTe ωB97M-V with the def2-TZVPD basis set
H -0.186 2.875 0.982
N 0.028 1.657 -0.733
B 0.619 0.710 -3.009
N 0.544 1.891 -1.993
C 0.917 3.180 -2.104
Sr -1.120 -0.681 0.026
H 1.333 3.549 -3.032
C 0.659 3.810 -0.884
H 0.831 4.835 -0.626
C 0.116 2.810 -0.051
H 1.029 1.087 -4.063
C -1.972 -2.562 0.612
H -2.756 -3.070 1.174
H -1.011 -2.761 1.125
H -1.987 -2.919 -0.435
N -0.796 0.081 -3.124
N 1.568 -0.362 -2.398
N -1.465 -0.475 -1.993
N 1.236 -0.922 -1.180
C -1.587 -0.027 -4.202
C 2.736 -0.872 -2.837
H -1.235 0.349 -5.151
H 3.144 -0.552 -3.784
C -2.782 -0.649 -3.837
C 3.192 -1.782 -1.879
C -2.674 -0.918 -2.465
C 2.228 -1.764 -0.849
H -3.610 -0.875 -4.483
H 4.087 -2.370 -1.918
H -3.385 -1.399 -1.797
H 2.209 -2.290 0.097
H -2.557 -1.095 0.787
F 0.831 1.735 2.862
Te -0.117 0.129 3.294
F -1.557 0.801 2.093
F -1.346 -1.266 3.747
F 1.134 -0.360 4.630
F -1.033 1.178 4.593
O 0.598 -0.845 1.921
```

HOMO in eV: -8.71
Multiplicity: 1
Gap between HOMO and LUMO in eV: 7.1
Electronic energy in eV: -43976.0977



The following is a DFT calculation (ωB97M-V with the def2-TZVPD basis set) of a single C4H8N4O2 molecule.

XYZ file:
```
18
C4H8N4O2 ωB97M-V with the def2-TZVPD basis set
C 1.940 0.242 -0.903
C 1.693 -0.364 0.423
C 0.830 -1.574 0.437
N 0.384 -0.297 0.971
C -0.762 0.314 0.496
N -0.799 1.645 0.585
N -1.670 -0.589 0.194
N -2.932 -0.230 -0.227
O -3.094 0.957 -0.606
O -3.764 -1.080 -0.227
H 2.774 -0.115 -1.342
H 2.225 1.230 -0.839
H 1.074 0.232 -1.503
H 2.508 -0.137 1.132
H 0.526 -1.727 -0.576
H 0.733 -2.590 1.026
H -0.029 2.148 0.966
H -1.637 1.935 -0.009
```

HOMO in eV: -9.89
Multiplicity: 1
Gap between HOMO and LUMO in eV: 10.3
Energy relative to the best compared isomer or geometry (same formula, charge and spin) in kcal per mole: 115.7
Electronic energy in eV: -14328.0853



The following is a DFT calculation (ωB97M-V with the def2-TZVPD basis set) of 13 unconnected molecules or ions with the total composition C38H91Cl6O30P5.

XYZ file:
```
170
C38H91Cl6O30P5 ωB97M-V with the def2-TZVPD basis set
C 7.696 -21.317 7.791
Cl 7.595 -19.798 8.750
Cl 6.145 -21.612 6.928
H 8.462 -21.183 7.027
H 7.981 -22.197 8.368
C -6.297 -32.470 4.729
Cl -4.490 -32.413 4.708
Cl -7.035 -32.020 3.195
H -6.514 -33.512 4.964
H -6.651 -31.818 5.528
C 4.129 -27.801 3.124
Cl 3.800 -26.082 3.229
Cl 5.399 -28.047 4.313
H 3.271 -28.455 3.286
H 4.455 -28.031 2.110
C -0.286 -18.205 -7.299
O -1.675 -17.817 -7.109
P -2.154 -17.394 -5.552
O -1.436 -16.124 -5.047
O -3.768 -17.288 -5.756
C -4.417 -16.378 -6.634
O -1.879 -18.798 -4.880
C -1.927 -18.868 -3.443
H -0.019 -18.236 -8.356
H -0.236 -19.247 -6.984
H 0.397 -17.582 -6.721
H -3.669 -15.714 -7.065
H -5.116 -15.841 -5.993
H -4.903 -16.994 -7.391
H -2.631 -19.654 -3.169
H -2.394 -18.011 -2.957
H -0.928 -19.176 -3.135
C 4.084 -23.909 -7.687
O 5.087 -24.362 -6.787
P 5.353 -23.612 -5.356
O 6.415 -24.011 -4.456
O 5.364 -22.026 -5.681
C 6.575 -21.552 -6.250
O 3.892 -23.686 -4.614
C 3.658 -23.832 -3.162
H 3.228 -24.578 -7.594
H 4.627 -24.037 -8.624
H 3.708 -22.890 -7.595
H 6.666 -20.468 -6.189
H 6.555 -21.854 -7.297
H 7.428 -21.949 -5.701
H 3.034 -23.007 -2.817
H 4.603 -23.818 -2.618
H 3.110 -24.768 -3.054
C -6.433 -22.846 -4.741
O -5.534 -23.847 -4.388
P -6.299 -25.296 -4.330
O -5.373 -26.445 -4.210
O -7.143 -25.329 -5.758
C -6.452 -25.125 -7.005
O -7.433 -25.055 -3.126
C -8.729 -25.623 -3.291
H -6.103 -22.332 -5.644
H -6.567 -22.124 -3.936
H -7.464 -23.121 -4.964
H -5.576 -25.766 -7.103
H -6.123 -24.124 -7.284
H -7.107 -25.298 -7.859
H -8.633 -26.288 -4.150
H -9.542 -24.916 -3.460
H -8.983 -26.072 -2.331
C -4.347 -15.561 12.137
O -4.232 -16.008 10.786
P -4.770 -15.067 9.588
O -6.233 -14.740 9.641
O -4.321 -15.952 8.303
C -5.199 -16.938 7.616
O -3.783 -13.704 9.595
C -4.090 -12.508 8.827
H -3.555 -15.936 12.785
H -5.278 -15.897 12.594
H -4.524 -14.486 12.172
H -6.153 -17.080 8.124
H -4.707 -17.908 7.557
H -5.418 -16.671 6.582
H -4.905 -12.470 8.104
H -3.184 -12.372 8.237
H -4.172 -11.656 9.502
C -7.442 -20.001 1.790
O -8.036 -18.820 1.355
P -9.513 -18.707 0.728
O -9.990 -19.878 -0.087
O -10.379 -18.470 2.084
C -10.448 -19.558 3.023
O -9.511 -17.221 0.072
C -8.675 -16.825 -1.033
H -6.608 -20.066 1.092
H -8.022 -20.921 1.707
H -7.001 -19.996 2.786
H -9.808 -19.195 3.827
H -10.040 -20.526 2.732
H -11.466 -19.696 3.386
H -9.089 -17.506 -1.776
H -7.617 -17.058 -0.907
H -8.773 -15.752 -1.200
O 0.710 -30.449 11.300
C 1.777 -30.574 10.724
O 2.435 -29.572 10.048
C 2.084 -28.188 10.162
C 1.307 -27.584 8.988
C 2.582 -31.892 10.783
H 2.912 -27.478 10.165
H 1.480 -28.070 11.062
H 2.036 -26.990 8.436
H 0.653 -26.750 9.241
H 0.688 -28.248 8.385
H 3.629 -31.647 10.962
H 2.378 -32.458 9.874
H 2.319 -32.532 11.625
O 6.288 -19.421 -1.393
C 5.597 -18.694 -0.693
O 4.794 -17.717 -1.151
C 4.622 -17.473 -2.517
C 5.727 -16.562 -2.906
C 5.560 -18.875 0.775
H 3.645 -16.994 -2.583
H 4.582 -18.353 -3.159
H 5.525 -16.219 -3.920
H 6.628 -17.176 -2.903
H 5.860 -15.665 -2.301
H 4.836 -18.179 1.198
H 6.507 -18.642 1.262
H 5.260 -19.901 0.988
O -7.015 -23.873 8.055
C -6.436 -24.942 8.397
O -6.305 -25.973 7.690
C -6.372 -25.903 6.255
C -7.744 -26.401 5.802
C -5.842 -25.125 9.788
H -5.717 -26.622 5.763
H -6.225 -24.894 5.870
H -8.185 -27.326 6.174
H -7.810 -26.555 4.725
H -8.499 -25.617 5.865
H -6.656 -25.253 10.502
H -5.416 -24.145 10.006
H -5.165 -25.950 10.008
O -2.264 -23.138 3.424
C -1.193 -23.171 2.793
O -0.934 -24.126 1.796
C -1.921 -25.183 1.514
C -1.406 -26.479 2.199
C -0.034 -22.268 3.011
H -1.972 -25.319 0.434
H -2.910 -24.987 1.928
H -1.371 -26.255 3.265
H -0.381 -26.683 1.888
H -2.108 -27.311 2.250
H -0.273 -21.236 2.753
H 0.599 -22.532 2.164
H 0.402 -22.352 4.007
O -0.083 -21.731 14.567
C -0.725 -22.701 14.098
O -0.921 -22.947 12.755
C -0.332 -22.126 11.752
C -1.341 -21.781 10.733
C -1.358 -23.736 14.932
H 0.489 -22.668 11.283
H 0.089 -21.216 12.180
H -1.927 -22.667 10.489
H -0.908 -21.261 9.879
H -2.001 -21.045 11.191
H -1.837 -24.519 14.343
H -2.078 -23.435 15.693
H -0.581 -24.381 15.342
```

HOMO in eV: -10.19
Multiplicity: 1
Gap between HOMO and LUMO in eV: 10.1
Energy relative to the best compared isomer or geometry (same formula, charge and spin) in kcal per mole: 158.0
Electronic energy in eV: -223891.2023



The following is a DFT calculation (ωB97M-V with the def2-TZVPD basis set) of a single C8H19FNPS molecule.

XYZ file:
```
31
C8H19FNPS ωB97M-V with the def2-TZVPD basis set
C 1.691 2.124 1.940
C 1.458 1.906 0.441
N 0.232 1.126 0.204
P 0.000 0.661 -1.463
C -1.849 0.594 -1.515
C -2.711 -0.540 -0.949
C -2.873 -0.558 0.572
S -1.610 -1.515 1.461
C 0.487 -1.141 -1.475
F 0.541 -1.418 -2.873
C 1.854 -1.464 -0.899
C 1.925 -1.587 0.621
H 0.768 1.955 2.497
H 2.031 3.140 2.144
H 2.445 1.442 2.334
H 2.288 1.341 0.013
H 1.432 2.867 -0.086
H -0.570 1.682 0.483
H -2.166 1.541 -1.059
H -2.090 0.698 -2.576
H -2.360 -1.518 -1.283
H -3.707 -0.414 -1.387
H -2.918 0.461 0.960
H -3.820 -1.028 0.838
H -0.761 -0.514 1.720
H -0.274 -1.810 -1.071
H 2.134 -2.425 -1.340
H 2.577 -0.730 -1.269
H 2.956 -1.773 0.925
H 1.579 -0.683 1.120
H 1.313 -2.420 0.972
```

HOMO in eV: -8.21
Multiplicity: 1
Gap between HOMO and LUMO in eV: 9.0
Energy relative to the best compared isomer or geometry (same formula, charge and spin) in kcal per mole: 0.0
Electronic energy in eV: -32935.6084



- Number 6 is which compound?
  C8H19FNPS